{
  "formula": "C2H3GaO2",
  "method": "wB97M-V/def2-TZVPD",
  "homo_energy_ha": [-1.0510, -1.0646],
  "e_lumo_ev": [-20.8, -21.6],
  "de_lowest_kj_mol": 569.9,
  "multiplicity": 2,
  "total_charge": 3,
  "symbols": ["H", "C", "O", "O", "C", "H", "H", "Ga"],
  "xyz": [[0.105403, 1.602191, -0.310729], [0.914659, -0.981370, 0.031794], [0.894871, -1.783065, -0.857001], [-0.283057, -0.436999, 0.319484], [-0.133227, 0.987754, 0.559175], [-1.152881, 1.303508, 0.792587], [1.164553, 0.676153, 0.599352], [-1.510321, -1.368171, -1.134661]],
  "atomic_forces_ev_per_a": [[0.98, 0.90, -1.00], [-1.25, -3.88, -4.65], [1.65, 2.05, 3.22], [-0.18, 0.80, 1.20], [0.68, -1.47, -0.42], [0.10, 0.83, 1.57], [-0.76, 2.12, 1.22], [-1.22, -1.35, -1.15]],
  "lowdin_charge": [0.211, 0.007, 0.339, -0.120, 0.321, 0.203, 0.339, 1.700]
}

=====

{
  "formula": "C2H3I2NO2",
  "method": "wB97M-V/def2-TZVPD",
  "homo_energy_ha": [-0.3635, -0.3541],
  "e_lumo_ev": [-2.5, -2.9],
  "de_lowest_kj_mol": 424.7,
  "total_charge": 0,
  "symbols": ["C", "C", "N", "O", "O", "I", "I", "H", "H", "H"],
  "xyz": [[-1.145228, 0.006044, 0.593703], [0.250066, -0.352587, 0.166325], [0.662111, 0.152764, -1.154857], [-0.065821, 0.918373, -1.715899], [1.628226, -0.348379, -1.679306], [1.991662, 1.855232, 0.890251], [0.979667, -2.275296, 0.627090], [-1.201177, -0.020835, 1.747755], [-1.233264, 0.968413, 0.162332], [-1.866246, -0.903725, 0.362610]],
  "atomic_forces_ev_per_a": [[0.47, -2.93, 2.20], [0.50, -0.07, 1.03], [0.17, -1.74, -1.09], [-1.13, 1.32, -0.14], [0.75, -0.23, 0.21], [-0.69, -0.89, 0.24], [-0.15, 0.99, -0.08], [0.29, 0.51, -1.77], [-1.41, 0.86, -0.27], [1.18, 2.19, -0.33]],
  "lowdin_charge": [-0.167, -0.833, -0.610, 0.044, -0.037, 0.364, 0.952, 0.111, 0.047, 0.129]
}

=====

{
  "formula": "C2H3I2O3S",
  "method": "wB97M-V/def2-TZVPD",
  "homo_energy_ha": [-0.0628, -0.1914],
  "e_lumo_ev": [2.8, -0.3],
  "multiplicity": 3,
  "total_charge": -1,
  "symbols": ["C", "C", "O", "O", "O", "S", "I", "I", "H", "H", "H"],
  "xyz": [[-1.027752, 0.069055, -0.858587], [0.388244, 0.050715, -0.524198], [-0.355483, -1.081903, 1.764697], [1.942880, -0.347222, 1.663484], [0.063791, 1.264195, 1.911984], [0.535966, -0.018672, 1.489117], [1.410678, -1.769742, -0.898970], [1.384747, 1.602557, -1.630531], [-1.343269, 0.102314, -1.886297], [-1.546300, 0.931941, -0.456697], [-1.453497, -0.803240, -0.573997]],
  "atomic_forces_ev_per_a": [[-0.85, 1.76, -1.26], [-0.66, -0.40, 3.81], [-1.64, -2.23, 0.79], [-0.24, 0.60, 0.60], [0.04, 1.25, 0.54], [1.66, 1.12, -3.09], [0.86, -1.23, -1.45], [1.67, 1.46, -1.18], [0.74, 0.20, -1.19], [0.03, 0.05, 0.72], [-1.63, -2.57, 1.71]],
  "lowdin_charge": [-0.356, -1.427, -0.374, -0.466, -0.361, 0.236, 0.916, 0.679, 0.052, 0.082, 0.018]
}

=====

{
  "formula": "C2H3IN2O",
  "method": "wB97M-V/def2-TZVPD",
  "homo_energy_ha": -0.3627,
  "smiles": "c1nnco1.I",
  "e_lumo_ev": 0.7,
  "de_lowest_kj_mol": 138.8,
  "total_charge": 0,
  "symbols": ["C", "C", "N", "N", "O", "I", "H", "H", "H"],
  "xyz": [[-0.171375, 0.685369, -0.207974], [-2.020967, -0.119469, 0.453923], [0.074818, -0.532189, 0.187700], [-1.122527, -1.077394, 0.560512], [-1.453774, 1.020943, 0.070967], [4.137456, -0.771592, -0.244339], [2.985673, -0.518713, -1.281812], [0.662186, 1.489878, -0.341489], [-3.091487, -0.176833, 0.802508]],
  "atomic_forces_ev_per_a": [[2.04, 0.59, 1.90], [0.39, -1.66, 1.34], [0.05, 0.64, -1.22], [-1.48, 0.58, 0.06], [-0.35, 1.12, -1.18], [0.56, -0.09, 0.49], [-0.58, 0.08, -0.47], [-2.16, -1.55, -0.13], [1.52, 0.29, -0.79]],
  "lowdin_charge": [-0.193, -0.190, 0.021, 0.028, 0.027, 0.383, -0.396, 0.166, 0.153]
}

=====

{
  "formula": "C2H3IO",
  "method": "wB97M-V/def2-TZVPD",
  "homo_energy_ha": -0.3599,
  "smiles": "CC(=O)I",
  "e_lumo_ev": 0.3,
  "de_lowest_kj_mol": 28.8,
  "total_charge": 0,
  "symbols": ["C", "C", "O", "I", "H", "H", "H"],
  "xyz": [[-0.135420, -0.375744, -0.656046], [-0.158624, 0.525261, 0.502421], [-0.672893, -0.242465, -1.776044], [1.224363, -2.057299, -0.366473], [-0.178937, -0.158056, 1.422444], [-0.856434, 1.257573, 0.185440], [0.777944, 1.050730, 0.688257]],
  "atomic_forces_ev_per_a": [[-0.49, -0.28, -5.19], [0.91, -1.31, 1.11], [1.82, -0.37, 4.83], [-0.20, 0.02, -0.05], [-1.06, 1.39, -1.02], [-1.34, 0.73, 0.94], [0.37, -0.18, -0.62]],
  "lowdin_charge": [-0.833, -0.135, -0.032, 0.738, 0.099, 0.075, 0.088]
}

=====

{
  "formula": "C2H3IO",
  "method": "wB97M-V/def2-TZVPD",
  "homo_energy_ha": -0.3477,
  "smiles": "CC(=O)I",
  "e_lumo_ev": 0.0,
  "de_lowest_kj_mol": 34.2,
  "total_charge": 0,
  "symbols": ["C", "C", "O", "I", "H", "H", "H"],
  "xyz": [[-1.436670, -1.030649, -0.014005], [-0.281702, -0.160214, -0.013655], [-1.556854, -2.176749, -0.000499], [-3.400259, 0.330457, 0.012125], [-0.194655, 0.270853, -1.010130], [0.829122, -0.613911, 0.115832], [-0.649813, 0.642650, 0.705796]],
  "atomic_forces_ev_per_a": [[-1.08, 0.17, -0.13], [2.46, 1.42, 0.66], [-0.34, -1.27, 0.02], [0.88, -0.65, -0.07], [-0.43, 0.40, -0.02], [-2.94, 0.59, 0.40], [1.46, -0.67, -0.85]],
  "lowdin_charge": [-0.744, -0.141, 0.096, 0.495, 0.080, 0.149, 0.066]
}